DFT (the ωB97M-V functional and the def2-TZVPD basis) results for 15 unconnected molecules or ions with the total composition C26H72BN8O22.

Atoms and positions in Å:
O: 27.952540 13.374770 12.189560
O: 24.796690 18.792500 -2.589610
O: 23.464190 24.932950 2.379470
O: 12.111350 22.565420 3.844900
O: 19.384390 19.901950 4.714990
O: 14.501820 24.390960 0.085130
O: 30.377820 17.417840 4.112670
O: 21.026360 18.419520 5.372310
O: 25.928980 11.581400 1.468590
O: 24.845200 16.140470 6.052210
O: 20.876420 20.755120 12.759570
O: 21.522590 17.538760 3.257980
O: 21.417400 16.068750 5.245720
O: 16.836680 10.629760 4.706640
O: 21.887640 13.055850 -1.030430
O: 20.011050 18.884970 2.069190
O: 13.669560 19.576450 -1.454870
O: 22.490270 14.367920 6.449620
O: 23.205630 17.523550 4.957210
O: 24.717490 23.155590 7.156020
O: 17.246090 26.009560 6.773850
O: 22.603510 7.202060 6.652980
N: 24.106170 8.166220 7.977650
N: 17.893210 12.635840 4.427060
N: 18.981580 10.906590 5.163870
N: 22.894640 17.626090 -2.596530
N: 15.277170 18.573570 -2.585430
N: 24.719210 16.758550 -1.860840
N: 23.845270 5.986830 8.172070
N: 13.252210 18.344790 -3.237980
C: 30.756780 19.733920 4.028970
C: 23.672150 16.425550 5.720790
C: 25.152580 23.944810 0.985220
C: 17.846740 11.376340 4.784230
C: 21.282300 18.779930 11.470390
C: 29.235830 18.633010 2.362330
C: 14.034480 18.870630 -2.367840
C: 15.770300 24.639370 0.702030
C: 29.761110 18.610540 3.779460
C: 20.570460 13.021140 -0.552580
C: 22.470240 15.482930 5.903880
C: 22.684360 24.017850 0.414670
C: 27.124900 12.079700 2.070730
C: 19.978240 20.716310 10.616190
C: 24.164800 17.788850 -2.375090
C: 23.717850 23.853900 1.515120
C: 20.237030 19.015250 4.510610
C: 12.675450 21.880740 4.956920
C: 20.318710 19.898650 11.838250
C: 23.439340 7.104890 7.556680
C: 19.478970 26.374300 7.341390
C: 20.586990 18.514560 3.120770
C: 25.397930 21.893130 7.256270
C: 18.253910 26.937600 6.570700
C: 27.571530 14.021500 11.014610
C: 17.773140 28.374760 7.020360
B: 21.771450 17.394870 4.681930
H: 31.685660 19.455850 3.531030
H: 16.012140 18.923430 -1.987500
H: 24.838950 8.254420 8.667110
H: 25.337180 23.189920 0.220910
H: 27.895460 11.345510 2.305900
H: 25.721020 16.756680 -1.732390
H: 23.503610 5.063490 7.946660
H: 22.485750 16.955130 -1.961920
H: 22.305810 18.395090 -2.882940
H: 17.539760 25.215970 6.320450
H: 18.493600 29.178290 6.867480
H: 20.859540 21.106800 10.107320
H: 19.287430 21.542650 10.783630
H: 27.466170 12.549260 12.249300
H: 30.886700 19.954660 5.088450
H: 23.898220 24.654350 3.189160
H: 20.369650 26.985070 7.193880
H: 25.627360 21.583950 6.236520
H: 20.277500 12.051380 -0.150280
H: 28.492810 17.847520 2.224430
H: 22.409520 12.473980 -0.473060
H: 16.874310 28.680100 6.484670
H: 25.912460 23.693050 1.725020
H: 28.992320 18.832820 4.519490
H: 23.993450 9.022180 7.453500
H: 13.603350 17.668950 -3.901340
H: 25.491410 24.878090 0.535460
H: 24.453420 23.557040 7.987110
H: 28.077510 13.545290 10.174780
H: 20.550510 13.658340 0.331550
H: 14.371500 23.451890 -0.065760
H: 22.231270 19.066200 11.016940
H: 23.581090 22.913100 2.048310
H: 21.668550 23.889460 0.788500
H: 26.283170 21.940580 7.890450
H: 11.868760 21.352680 5.465340
H: 27.842510 15.077280 11.013310
H: 27.480780 12.848230 1.384560
H: 19.456450 20.105570 9.879410
H: 28.766620 19.580920 2.098850
H: 30.322040 20.631410 3.588940
H: 16.213930 23.652730 0.835580
H: 15.356840 17.863370 -3.299140
H: 29.777110 16.700520 4.327590
H: 22.723180 24.980290 -0.095520
H: 13.061700 22.662970 5.610400
H: 19.734550 11.558040 5.333400
H: 17.698120 28.326100 8.106690
H: 19.617080 25.348810 6.998750
H: 20.816840 17.984720 10.888090
H: 21.565370 18.217060 12.359850
H: 19.372540 26.491700 8.419810
H: 19.438570 19.471640 12.318980
H: 17.159660 13.139670 3.949410
H: 12.276560 18.585500 -3.339340
H: 21.473150 21.253430 12.196360
H: 18.487420 26.996860 5.507660
H: 16.330060 25.176640 -0.063540
H: 19.827020 13.483690 -1.201770
H: 24.155260 15.923390 -1.793220
H: 12.701910 22.812300 3.129440
H: 26.508080 13.925700 10.795560
H: 26.890530 12.594980 3.002210
H: 30.059570 18.444680 1.673790
H: 13.461850 21.151640 4.761740
H: 19.184160 9.937830 5.365280
H: 22.869850 23.216530 -0.300580
H: 18.754860 13.117330 4.641120
H: 24.619830 6.124300 8.805510
H: 24.742380 21.173150 7.746150
H: 25.866890 10.671480 1.768250
H: 15.769070 25.217930 1.625810

Forces on the atoms, in the same order (eV/Å):
O 0.1 -0.1 1.0
O 0.9 2.1 -0.9
O 0.2 0.1 1.2
O -0.8 -0.4 -0.3
O 2.5 -2.7 -0.2
O -0.7 0.6 0.5
O 1.2 -1.3 0.2
O -0.9 0.7 0.3
O 0.6 -0.6 0.3
O -4.2 1.6 -1.2
O 1.0 1.0 1.2
O -1.4 1.2 -0.5
O 1.1 -1.6 1.1
O 1.0 1.3 -0.1
O 0.3 -0.2 -1.0
O 2.4 -1.4 3.5
O -0.7 1.1 1.0
O -0.3 3.3 -1.5
O 2.1 -2.3 2.1
O 0.3 0.0 -0.7
O -1.5 -0.4 -0.1
O 0.5 -0.6 0.9
N 1.4 3.6 0.6
N 0.3 3.3 -0.6
N 4.9 -1.3 1.8
N -4.5 -0.6 -0.6
N 3.6 -1.2 -0.9
N 2.1 -4.6 2.1
N 0.4 -1.3 0.9
N -4.0 -2.5 -4.0
C -0.2 0.0 -0.5
C 2.6 0.7 -1.0
C 0.7 -0.9 -0.3
C -5.2 -3.1 -1.1
C 0.0 -1.3 0.7
C -0.2 -0.3 -0.1
C -0.2 2.5 3.2
C 0.0 -1.0 -1.4
C -0.6 1.5 0.8
C -0.3 0.8 1.9
C -1.4 -1.7 0.0
C 0.0 -1.0 -0.3
C -0.4 1.1 0.0
C -1.2 -0.3 -1.0
C 1.4 3.3 -0.6
C 0.1 1.1 -1.3
C -2.3 3.3 0.4
C 0.1 0.8 0.0
C -0.2 -0.7 -1.3
C -1.4 -0.4 -2.2
C 0.0 1.6 -0.3
C -1.6 -0.2 -3.7
C -0.8 0.5 0.8
C 1.4 1.6 0.6
C -0.1 -0.2 -1.3
C 0.8 -1.3 0.2
B 1.4 -1.0 0.7
H 0.2 0.3 0.1
H -0.2 -0.4 -0.2
H -0.3 -0.7 -0.1
H -0.3 -0.2 -0.2
H -0.1 -0.2 -0.4
H -0.4 -0.1 0.1
H 0.1 0.5 0.0
H -0.6 0.2 -0.4
H 0.4 -0.1 0.2
H -0.3 -0.3 0.1
H 0.4 -0.3 -0.4
H 0.3 0.0 0.1
H 0.1 0.1 0.5
H 0.0 0.0 0.0
H 0.3 -0.3 0.0
H 0.0 0.6 0.5
H 0.3 -0.2 -0.7
H 0.0 0.0 0.2
H -0.2 -0.3 -0.6
H 0.0 0.0 -0.1
H 0.1 0.1 0.0
H -0.2 -0.3 0.4
H -0.2 0.1 0.5
H -0.7 -0.3 -0.2
H -0.3 -0.3 0.0
H -0.3 0.3 0.1
H -0.7 0.3 0.1
H 0.2 -0.5 0.2
H 0.2 0.2 -0.3
H -0.3 0.2 0.3
H 0.2 0.0 0.1
H -0.2 0.4 -0.3
H -0.1 -0.2 -0.1
H 0.1 0.0 0.2
H 0.3 0.2 -0.3
H -0.1 0.1 -0.1
H 0.0 -0.1 0.4
H 0.4 -0.2 0.1
H 0.1 -0.2 -0.2
H 0.0 0.0 0.1
H 0.3 0.1 -0.1
H 0.6 0.3 0.4
H 1.4 0.3 0.4
H -0.3 0.3 -0.1
H 0.3 0.0 0.1
H 0.2 -0.3 0.4
H 0.1 -0.4 0.0
H -0.8 0.1 0.0
H 0.3 0.0 0.4
H -0.1 0.3 -0.5
H 0.1 0.3 0.4
H -0.6 -0.6 0.1
H -0.2 -0.1 -0.2
H 0.1 -0.4 0.4
H 0.4 0.0 0.5
H 0.4 0.5 0.5
H 0.2 0.0 -0.2
H 0.4 0.1 0.3
H 0.4 -0.5 -0.6
H 0.8 -0.2 0.2
H 0.5 -0.3 0.4
H -0.2 0.2 0.2
H -0.1 0.0 0.2
H 0.0 0.0 -0.1
H 0.0 0.1 -0.4
H -0.6 0.3 0.0
H -0.2 0.1 -0.3
H -0.4 0.4 -0.4
H -0.3 -0.7 -0.1
H -0.1 -0.3 -0.3
H -0.4 -0.1 -0.1
H -0.5 -0.1 0.0

Charge: -1
LUMO level, eV: 1.49
HOMO energy, eV: -7.7582
Molecular weight, g mol⁻¹: 859.71
Calculated total energy, a.u.: -3152.23363

These are the Mulliken partial charges, in e, on atoms 1 to 4: atom 1 (O): -0.5033, atom 2 (O): -0.6757, atom 3 (O): -0.5542, atom 4 (O): -0.5093